(1)
{
  "formula": "C3H6N2S2",
  "method": "wB97M-V/def2-TZVPD",
  "largest_force_ev_per_a": 3.14,
  "total_charge": 0,
  "total_energy_ha": -1023.767845,
  "smiles": "S=C1NCNCS1",
  "orbital_gap_ha": 0.3166,
  "homo_ha": -0.304,
  "e_above_lowest_kcal_mol": 22.0,
  "symbols": ["S", "C", "N", "C", "N", "C", "S", "H", "H", "H", "H", "H", "H"],
  "coordinates": [[1.00089, -1.92719, -2.46708], [0.51258, -0.86488, -1.26593], [0.81254, -1.08354, 0.06724], [0.25833, -0.36136, 1.17278], [-0.85915, 0.57406, 0.82098], [-0.70185, 1.42107, -0.28492], [-0.73714, 0.30833, -1.73095], [1.79318, -1.28895, 0.20429], [-0.15231, -1.08651, 1.86969], [1.12511, 0.13993, 1.61680], [-1.74982, 0.02373, 0.75322], [-1.53153, 2.17836, -0.40714], [0.22917, 1.96693, -0.34899]],
  "forces_ev_per_a": [[0.10, 1.01, 0.79], [-0.78, -1.39, -0.10], [0.51, 0.55, -2.15], [-1.18, 1.52, -0.15], [-0.08, -1.68, 2.65], [-0.72, 0.20, -1.44], [0.53, -0.14, -0.91], [-0.13, -0.60, -0.20], [-0.07, 0.14, 0.25], [-0.56, 0.44, 0.41], [1.30, 0.86, 0.05], [0.76, -0.97, 0.23], [0.31, 0.05, 0.56]],
  "nbo_charge": [-0.12, -0.09, -0.62, -0.04, -0.63, -0.35, 0.26, 0.41, 0.20, 0.18, 0.38, 0.23, 0.22]
}

(2)
{
  "formula": "C9H22ClO4PSi",
  "method": "wB97M-V/def2-TZVPD",
  "largest_force_ev_per_a": 0.22,
  "total_charge": 0,
  "total_energy_ha": -1748.208736,
  "smiles": "CCC[C@H](C)[Si@@H](O)P(O)Cl.CCOC(C)=O",
  "orbital_gap_ha": 0.3396,
  "homo_ha": -0.320,
  "symbols": ["C", "C", "C", "C", "C", "Si", "O", "P", "O", "Cl", "H", "H", "H", "H", "H", "H", "H", "H", "H", "H", "H", "H", "H", "H", "C", "C", "O", "C", "C", "O", "H", "H", "H", "H", "H", "H", "H", "H"],
  "coordinates": [[0.97950, 0.49591, 2.10887], [0.54832, 0.90409, 0.69762], [-0.29789, 2.17757, 0.67545], [-1.83025, 1.99426, 0.77001], [-2.49855, 3.28084, 1.28323], [-2.48036, 0.51210, 1.73925], [-3.10358, 0.96812, 3.21202], [-4.24945, -0.50013, 0.68078], [-4.06904, -2.01202, 1.29408], [-3.23720, -0.67924, -1.15418], [1.10117, -0.58160, 2.20695], [0.26025, 0.82747, 2.86334], [1.93610, 0.95655, 2.35881], [0.01881, 0.08497, 0.20068], [1.44883, 1.07280, 0.10297], [-0.10489, 2.73250, -0.24703], [0.03399, 2.83016, 1.48985], [-2.19260, 1.82522, -0.24885], [-2.48471, 3.35019, 2.37125], [-3.54128, 3.35078, 0.96724], [-1.97801, 4.15630, 0.88779], [-1.51625, -0.59228, 1.97420], [-2.65139, 0.64538, 3.98992], [-3.15585, -2.31525, 1.37179], [1.95508, -3.06841, -3.40894], [1.17582, -2.13641, -2.50658], [1.67959, -2.13394, -1.16313], [2.71764, -1.36220, -0.77274], [3.53277, -0.61938, -1.80402], [2.98283, -1.32092, 0.39722], [2.98979, -2.74610, -3.52503], [1.49505, -3.09604, -4.39753], [1.95276, -4.07781, -2.99867], [1.13902, -1.12002, -2.90053], [0.14718, -2.47657, -2.39946], [4.38933, -1.24310, -2.06358], [3.90713, 0.28708, -1.33616], [3.00033, -0.37084, -2.71690]],
  "forces_ev_per_a": [[0.01, -0.01, 0.04], [0.10, 0.01, -0.07], [-0.03, 0.03, 0.03], [-0.01, 0.00, 0.12], [-0.08, 0.07, -0.07], [-0.15, 0.07, -0.04], [0.08, 0.06, -0.18], [0.09, -0.01, 0.12], [-0.13, 0.02, -0.03], [0.08, -0.01, -0.09], [0.04, 0.01, -0.03], [-0.04, -0.02, -0.02], [-0.03, 0.02, 0.04], [-0.05, 0.03, 0.01], [0.00, -0.04, -0.01], [0.00, 0.05, 0.02], [-0.02, -0.02, 0.02], [0.06, -0.10, -0.02], [0.07, -0.01, 0.00], [-0.01, -0.03, 0.05], [-0.03, -0.01, -0.06], [-0.04, -0.08, -0.11], [0.03, -0.07, 0.20], [0.07, 0.04, 0.06], [0.00, 0.00, 0.02], [0.00, -0.02, 0.01], [0.00, 0.10, 0.00], [-0.11, -0.09, 0.04], [-0.02, 0.02, 0.02], [0.09, -0.02, -0.03], [0.00, 0.00, -0.01], [0.00, -0.01, 0.00], [0.01, 0.00, 0.00], [0.00, 0.01, 0.01], [0.00, 0.00, -0.01], [0.00, 0.00, -0.01], [0.02, -0.01, 0.00], [-0.01, 0.00, 0.00]],
  "nbo_charge": [-0.61, -0.41, -0.38, -0.69, -0.61, 1.34, -1.10, 0.71, -0.98, -0.37, 0.23, 0.18, 0.21, 0.20, 0.20, 0.20, 0.20, 0.24, 0.22, 0.21, 0.21, -0.22, 0.50, 0.49, -0.64, -0.07, -0.51, 0.80, -0.75, -0.58, 0.21, 0.22, 0.22, 0.17, 0.20, 0.25, 0.25, 0.22]
}

(3)
{
  "formula": "C2HBrFOS2",
  "method": "wB97M-V/def2-TZVPD",
  "largest_force_ev_per_a": 2.93,
  "total_charge": -1,
  "total_energy_ha": -3622.332173,
  "orbital_gap_ha": 0.2720,
  "homo_ha": -0.154,
  "e_above_lowest_kcal_mol": 15.1,
  "symbols": ["C", "C", "O", "F", "S", "S", "Br", "H"],
  "coordinates": [[1.26513, 1.02329, -0.25188], [-0.07032, 0.80370, 0.36156], [1.88032, 0.72629, -1.26274], [-0.29416, 3.26297, 0.12652], [1.38647, 1.61824, 1.30242], [-1.43038, 1.84757, 0.10528], [-2.86944, 0.02736, 0.11813], [-0.53915, -0.18138, 0.83130]],
  "forces_ev_per_a": [[-0.18, -2.09, -2.00], [-0.27, -1.82, 1.50], [-0.55, 0.85, 1.26], [-0.15, 0.42, -0.32], [0.70, 0.05, 1.30], [-0.23, 2.26, -0.47], [-1.24, -1.48, 0.02], [1.91, 1.81, -1.28]],
  "nbo_charge": [0.36, -0.55, -0.56, -0.66, 0.15, 0.46, -0.48, 0.29]
}